{
  "formula": "C4H4N2O",
  "method": "ωB97M-V/def2-TZVPD",
  "symbols": ["N", "C", "C", "O", "C", "C", "N", "H", "H", "H", "H"],
  "xyz": [[2.663, 0.953, 0.900], [1.836, 0.385, 0.214], [1.020, -0.376, -0.620], [0.095, -1.200, -0.029], [-1.247, -0.773, -0.149], [-1.434, 0.525, 0.531], [-1.483, 1.556, 1.054], [0.857, -0.053, -1.644], [1.111, 1.185, 0.618], [-1.547, -0.667, -1.200], [-1.868, -1.535, 0.326]],
  "atomic_forces_ev_per_a": [[0.3, -0.4, -0.2], [0.1, 0.6, 0.6], [-0.1, -0.3, -0.5], [0.1, 0.0, 0.0], [-0.2, 0.0, 0.0], [0.0, 0.9, 0.5], [0.0, -1.0, -0.5], [0.0, 0.0, 0.1], [-0.3, 0.2, 0.0], [0.1, 0.0, 0.1], [0.1, 0.1, -0.1]],
  "homo_energy_ev": [-8.5, -8.5],
  "orbital_gap_ha": [0.3146, 0.3013],
  "relative_energy_kj_mol": 559.0,
  "e_lumo_ev": [0.05, -0.31]
}